{
  "formula": "C5H7NO",
  "method": "wB97M-V/def2-TZVPD",
  "smiles": "Cc1occc1N",
  "gap_ev": 8.84,
  "charge": 0,
  "homo_energy_ev": -7.89,
  "de_lowest_kcal_mol": 32.75,
  "mol_weight_g_mol": 97.1,
  "largest_force_ev_per_a": 0.50,
  "symbols": ["C", "C", "C", "N", "C", "C", "O", "H", "H", "H", "H", "H", "H", "H"],
  "xyz": [[-1.625, -0.735, 0.351], [-0.312, -0.599, -0.351], [0.353, 0.589, -0.425], [-0.247, 1.820, -0.755], [1.700, 0.328, -0.032], [1.779, -1.021, 0.120], [0.584, -1.607, -0.085], [-2.510, -0.386, -0.183], [-1.759, -1.770, 0.664], [-1.526, -0.134, 1.270], [-0.325, 2.469, 0.018], [-1.163, 1.683, -1.168], [2.455, 1.055, 0.227], [2.595, -1.692, 0.348]],
  "forces_ev_per_a": [[-0.3, -0.1, 0.0], [0.0, 0.3, 0.4], [0.0, -0.2, 0.1], [-0.1, 0.0, 0.1], [0.1, 0.0, -0.1], [0.2, 0.1, 0.1], [0.0, 0.1, 0.2], [0.1, -0.1, -0.1], [-0.2, 0.0, -0.2], [-0.3, -0.2, -0.1], [0.1, 0.0, 0.0], [0.1, 0.0, 0.1], [0.1, -0.1, -0.4], [-0.1, 0.2, -0.1]],
  "nbo_charge": [-0.65, 0.18, 0.09, -0.82, -0.35, 0.11, -0.41, 0.22, 0.24, 0.21, 0.37, 0.37, 0.23, 0.20]
}